Record 1
Molecular formula: C4H12
Method: DFT, ωB97M-V with the def2-TZVPD basis set

Last column: natural (NBO) charge in e.
Element x y z (Å)
C1 1.35 -1.20 0.34  -0.882
C2 -1.26 1.24 0.40  -0.910
C3 1.58 -2.58 -0.26  -0.728
C4 -1.68 2.39 -0.55  -0.748
H1 0.33 -0.86 0.24  0.203
H2 -2.11 1.05 1.05  0.186
H3 -0.96 2.64 -1.33  0.192
H4 2.53 -2.97 0.12  0.187
H5 -1.83 3.27 0.08  0.178
H6 -2.64 2.17 -1.01  0.182
H7 -0.41 1.65 0.97  0.183
H8 1.74 -2.42 -1.34  0.191
H9 0.71 -3.21 -0.12  0.199
H10 2.10 -0.44 0.14  0.194
H11 1.45 -1.12 1.44  0.181
H12 -0.92 0.40 -0.16  0.193

The calculation puts the HOMO energy (spin up / spin down) at 1.6 / -7.5 eV. The value obtained for the molar mass is 60.1 g/mol. The value obtained for the HOMO-LUMO gap (spin up / spin down) is 2.70 / 12.00 eV. As for the multiplicity: 2. As for the energy relative to the best compared isomer or geometry (same formula, charge and spin): 0.504 eV. Its net charge is -1.



Record 2
Molecular formula: C40H28CoIN2O7P
Method: DFT, ωB97M-V with the def2-TZVPD basis set

Last column: Mulliken spin population.
Element x y z (Å)
I1 7.50 -1.06 0.61  0.000
Co1 -1.53 0.33 0.64  2.790
P1 -0.63 -0.29 -1.65  0.031
O1 -1.74 2.04 1.73  0.127
O2 1.26 2.14 1.36  -0.005
O3 -2.50 1.15 -1.04  0.013
O4 -2.62 -1.36 0.47  0.209
O5 -4.70 1.05 -1.54  0.013
O6 -1.22 4.58 1.71  0.008
O7 0.58 0.02 0.96  0.065
N1 -1.49 -0.22 2.70  0.137
N2 -1.08 0.73 3.51  0.285
C1 1.45 0.93 1.18  -0.022
C2 0.29 1.17 -2.31  0.000
C3 -2.51 -1.83 -5.01  -0.001
C4 -2.21 -3.77 3.17  -0.071
C5 -4.09 -0.43 -3.86  -0.001
C6 -0.68 3.11 3.56  0.013
C7 0.46 4.08 5.46  -0.006
C8 -1.84 -0.69 -2.98  0.001
C9 -3.17 -4.79 1.21  -0.013
C10 2.37 -3.85 -1.89  0.000
C11 3.94 1.32 1.31  0.001
C12 -0.69 4.37 2.92  0.008
C13 5.26 0.90 1.17  0.000
C14 -0.14 5.47 3.58  -0.008
C15 -0.39 2.21 -2.96  0.007
C16 1.61 -1.77 -2.83  -0.006
C17 -3.14 -0.13 -2.90  0.017
C18 4.48 -1.33 0.68  0.000
C19 0.29 3.35 -3.37  -0.004
C20 1.66 1.31 -2.09  0.005
C21 0.43 5.32 4.83  0.013
C22 -1.19 1.92 2.86  -0.030
C23 0.61 -1.66 -1.86  0.013
C24 -3.78 -1.26 -4.92  0.002
C25 -2.13 -2.52 2.51  0.083
C26 -3.12 -3.62 0.53  0.035
C27 5.51 -0.42 0.85  0.000
C28 1.65 3.48 -3.13  0.007
C29 0.51 -2.68 -0.91  0.012
C30 2.33 2.45 -2.50  -0.005
C31 2.89 0.43 1.13  0.005
C32 2.48 -2.85 -2.84  0.000
C33 -1.56 -1.56 -4.03  -0.002
C34 -0.09 2.99 4.82  0.016
C35 -2.61 -2.43 1.14  0.130
C36 1.37 -3.77 -0.93  -0.003
C37 -2.71 -4.88 2.56  0.105
C38 -3.53 0.76 -1.74  0.012
C39 3.17 -0.90 0.82  -0.001
C40 -1.62 -1.41 3.22  0.004
H1 -4.52 -1.48 -5.69  0.000
H2 -0.08 2.01 5.28  0.003
H3 3.06 -4.68 -1.89  0.000
H4 1.71 -0.99 -3.59  0.001
H5 -3.46 -3.54 -0.50  -0.001
H6 1.28 -4.54 -0.17  0.000
H7 -0.26 4.14 -3.86  0.000
H8 2.34 -1.59 0.68  0.001
H9 2.21 0.53 -1.59  0.003
H10 6.08 1.60 1.31  0.000
H11 -3.56 -5.68 0.72  0.001
H12 -1.45 2.13 -3.13  0.000
H13 2.17 4.38 -3.44  0.001
H14 0.92 3.97 6.43  0.000
H15 -2.27 -2.49 -5.83  0.000
H16 -1.85 -3.83 4.19  -0.005
H17 -0.16 6.43 3.07  0.000
H18 4.69 -2.37 0.42  0.000
H19 3.40 2.54 -2.30  0.000
H20 3.70 2.35 1.54  0.000
H21 -2.76 -5.82 3.10  0.007
H22 -0.25 -2.60 -0.14  0.004
H23 3.26 -2.90 -3.60  0.000
H24 -0.59 -2.03 -4.10  0.001
H25 -1.47 3.70 1.35  0.000
H26 -1.34 -1.55 4.26  -0.003
H27 -5.07 0.01 -3.75  0.000
H28 0.87 6.19 5.32  0.001

The calculation puts the HOMO energy (spin up / spin down) at -5.1 / -5.3 eV. The value obtained for the molar mass is 865.5 g/mol. The value obtained for the HOMO-LUMO gap (spin up / spin down) is 7.14 / 5.26 eV. As for the multiplicity: 5. As for the energy relative to the best compared isomer or geometry (same formula, charge and spin): 0.000 eV. Its net charge is -1.



Record 3
Molecular formula: C23H14IN3O2S
Method: DFT, ωB97M-V with the def2-TZVPD basis set

Last column: natural (NBO) charge in e.
Element x y z (Å)
I1 5.47 0.93 -3.96  0.107
S1 -0.69 -2.58 0.14  0.459
O1 1.00 -4.86 -0.60  -0.569
O2 0.93 0.37 -1.60  -0.534
N1 -0.61 0.08 0.08  -0.502
N2 -2.36 -1.07 1.45  -0.475
N3 2.88 -4.50 -1.77  -0.595
C1 0.40 -0.36 -0.79  0.641
C2 3.63 -3.41 -2.20  0.164
C3 -1.34 -1.00 0.62  0.302
C4 4.88 -3.38 -2.80  -0.249
C5 2.94 -2.22 -1.95  -0.040
C6 -4.72 1.17 3.09  -0.198
C7 0.62 -1.80 -0.76  -0.184
C8 4.72 -0.97 -3.08  -0.119
C9 5.42 -2.18 -3.25  -0.217
C10 1.69 -2.60 -1.25  -0.129
C11 3.49 -1.01 -2.42  -0.224
C12 -0.02 2.41 0.49  -0.205
C13 -1.97 0.80 2.96  -0.246
C14 -0.96 1.45 0.07  0.204
C15 -4.20 0.13 2.29  -0.227
C16 -1.62 4.22 0.17  -0.201
C17 -3.90 2.03 3.81  -0.239
C18 -0.35 3.79 0.55  -0.212
C19 -2.60 3.29 -0.21  -0.189
C20 -2.83 -0.04 2.22  0.115
C21 -2.48 1.88 3.71  -0.182
C22 -2.24 1.93 -0.23  -0.225
C23 1.73 -4.07 -1.16  0.644
H1 -5.80 1.33 3.07  0.213
H2 -0.88 0.65 2.87  0.214
H3 0.98 2.13 0.81  0.222
H4 3.22 -5.47 -1.78  0.430
H5 2.93 -0.08 -2.37  0.260
H6 -4.87 -0.54 1.74  0.226
H7 -1.85 2.56 4.26  0.215
H8 6.38 -2.21 -3.76  0.229
H9 -4.31 2.86 4.39  0.216
H10 5.47 -4.27 -2.99  0.222
H11 -3.60 3.61 -0.44  0.222
H12 -1.95 5.25 0.24  0.217
H13 0.35 4.53 0.92  0.222
H14 -2.99 1.20 -0.54  0.221

The calculation puts the HOMO energy at -8.1 eV. The value obtained for the molar mass is 523.4 g/mol. The value obtained for the HOMO-LUMO gap is 6.59 eV. As for the multiplicity: 1. As for the energy relative to the best compared isomer or geometry (same formula, charge and spin): 0.000 eV. Its SMILES is O=C1Nc2ccc(I)cc2/C1=C1/S/C(=N/c2ccccc2)N(c2ccccc2)C1=O.